# C31H39N6O9S2

A 5-piece molecular cluster, C31H39N6O9S2 overall (ωB97M-V/def2-TZVPD, OMol25).

Geometry as XYZ:
```
87
Properties=species:S:1:pos:R:3:forces:R:3
C 3.81577 4.14290 4.72261 -0.710 0.415 -0.323
C 3.99219 3.05503 4.26839 0.234 -0.343 0.241
C 4.12799 1.71853 3.70385 -0.425 0.391 -0.266
C 3.14547 1.63948 2.55453 0.446 -0.228 0.429
N 1.88100 1.35624 2.90307 -0.276 -0.154 -0.348
C 0.89523 1.25956 1.99434 -0.084 0.059 0.593
C 1.16901 1.48964 0.68886 -0.535 -0.112 -0.364
C 2.45265 1.80069 0.26352 0.588 0.150 0.078
C 2.68699 2.09082 -1.19280 -0.173 0.079 0.190
C 2.74339 0.84818 -2.08933 -0.381 -0.115 -0.091
C 1.45234 0.02462 -2.13395 0.422 -0.091 -0.107
S 0.06020 1.09850 -2.58954 -0.099 0.405 0.341
C -1.27265 -0.08585 -2.82560 -0.084 -0.942 -0.572
S -1.18368 -1.10686 -4.06561 0.082 -0.027 0.008
N -2.37320 -0.14632 -1.92658 0.311 1.025 0.888
C -3.10438 1.09573 -1.77882 -0.167 -0.068 -0.309
C -4.35738 1.12127 -2.35482 -0.003 -0.384 -0.176
C -5.12489 2.25944 -2.29528 -0.798 0.282 -0.378
C -4.67518 3.40163 -1.66964 0.170 0.043 0.098
C -3.42063 3.38519 -1.08665 -0.446 0.412 -0.076
C -2.65081 2.24977 -1.16014 1.022 -0.160 0.521
C -2.10871 -0.89470 -0.72725 0.205 -0.427 -0.361
C -1.94717 -0.35886 0.53707 -0.125 1.150 0.047
C -1.67297 -1.15263 1.62965 0.223 -0.218 0.620
C -1.52702 -2.51337 1.49351 -0.090 -0.063 -0.113
C -1.70336 -3.05136 0.23635 0.217 -0.839 -0.254
C -1.98427 -2.26982 -0.85656 0.004 0.090 -0.296
C 3.47437 1.85961 1.23487 -0.227 0.434 -0.624
C 4.89309 2.15816 0.86177 0.967 -0.809 0.641
C 5.75678 0.87696 0.79374 -1.804 -0.335 0.771
C 5.02724 -0.42364 0.61778 1.967 0.431 -2.395
O 5.82490 0.30192 -0.43613 -0.026 0.206 -0.765
H 3.40795 5.09978 4.93764 0.373 0.249 0.364
H 5.14559 1.57550 3.36397 0.087 -0.380 0.029
H 3.84600 0.96854 4.43919 0.304 -0.180 0.136
H 1.64699 1.20629 3.87619 0.149 0.064 0.054
H -0.09146 1.01703 2.35293 -0.017 -0.024 0.084
H 0.34524 1.42458 -0.00772 0.049 0.030 -0.189
H 1.86267 2.73818 -1.48628 -0.094 -0.028 -0.221
H 3.57050 2.69669 -1.32830 0.181 -0.007 -0.055
H 3.54924 0.18538 -1.78627 0.166 -0.046 0.139
H 2.98662 1.13938 -3.10871 0.024 0.297 -0.034
H 1.59074 -0.74443 -2.88852 -0.228 -0.115 -0.068
H 1.28115 -0.45965 -1.17299 -0.256 -0.057 0.041
H -4.73423 0.24508 -2.85676 -0.021 -0.129 -0.042
H -6.09210 2.25346 -2.77825 -0.090 -0.006 0.038
H -5.27049 4.29924 -1.63771 -0.165 0.061 -0.010
H -3.07087 4.27520 -0.58571 0.224 0.002 0.066
H -1.66675 2.27613 -0.71395 0.053 -0.043 -0.032
H -2.04112 0.70649 0.69874 -0.132 0.033 -0.091
H -1.54537 -0.72531 2.61719 -0.148 0.206 -0.012
H -1.29831 -3.14882 2.33467 0.046 -0.001 0.114
H -1.59072 -4.11190 0.08023 -0.061 -0.064 0.080
H -2.09940 -2.71492 -1.83365 -0.040 -0.061 -0.060
H 5.39160 2.76150 1.61525 -0.298 0.560 -0.083
H 4.98573 2.61974 -0.10958 -0.038 0.327 0.013
H 6.61938 0.84697 1.43261 0.614 0.130 0.016
H 5.63258 -1.31582 0.56991 -0.650 -0.652 1.380
H 4.01906 -0.43887 0.24197 -0.403 -0.234 0.643
C -5.38027 -2.23090 -1.01794 -0.052 -0.161 0.229
N -6.72147 -1.91792 -1.58907 0.197 -0.059 0.032
O -7.68783 -2.47698 -1.12576 -0.014 0.069 -0.033
O -6.73712 -1.11047 -2.49912 -0.145 0.021 -0.045
H -5.49451 -2.95995 -0.22388 -0.064 -0.027 -0.030
H -4.76962 -2.62599 -1.82455 0.010 0.109 -0.034
H -4.96639 -1.30014 -0.63832 0.018 0.021 -0.115
C 2.47046 -5.33049 1.53303 -0.007 -0.134 0.136
N 1.23511 -4.90776 0.81627 0.132 -0.034 0.029
O 0.17890 -5.37721 1.19112 0.032 -0.016 -0.012
O 1.37167 -4.12274 -0.09698 -0.049 -0.017 0.048
H 2.19347 -6.02757 2.31478 -0.054 0.004 -0.023
H 3.12446 -5.79891 0.80383 0.026 0.087 -0.033
H 2.92789 -4.43715 1.94727 0.041 0.020 -0.092
C -2.82492 -5.95430 2.33903 0.010 -0.162 0.090
N -4.17767 -5.65778 1.79134 -0.012 -0.092 0.089
O -5.12244 -6.23564 2.27547 -0.018 0.048 -0.030
O -4.23282 -4.84730 0.88623 -0.012 0.033 -0.031
H -2.92848 -6.68629 3.13112 -0.072 0.001 -0.009
H -2.21973 -6.34029 1.52391 0.018 0.118 -0.004
H -2.41710 -5.02136 2.71635 0.007 -0.017 -0.106
C 1.44138 5.61990 -3.36774 -0.088 0.089 -0.077
N 2.02230 5.92927 -2.03099 -0.029 0.079 -0.045
O 1.63559 6.92076 -1.46042 0.014 -0.038 0.054
O 2.85682 5.15183 -1.59903 -0.043 -0.027 -0.008
H 0.72242 6.39136 -3.61555 0.013 0.027 0.058
H 2.25946 5.60174 -4.08157 0.022 -0.091 0.031
H 0.96354 4.64589 -3.29983 0.082 -0.039 -0.016
```
Positions in Å, forces in eV/Å.

Calculated values
Spin multiplicity: 1
Gap between HOMO and LUMO in eV: 6.9
Strongest force on any atom in eV Å⁻¹: 3.13
HOMO energy in eV: -10.71
LUMO in eV: -3.9
Total charge: +1